{"formula": "C6H12O", "method": "wB97M-V/def2-TZVPD", "species": ["H", "H", "H", "C", "H", "C", "H", "C", "H", "H", "C", "H", "C", "H", "H", "H", "O", "H", "C"], "coordinates": [[-1.8076, 0.2884, 1.6933], [-2.2471, -1.1308, -0.4961], [-0.7402, 2.3099, 1.8121], [1.0926, 0.6455, 1.8744], [-0.8499, -2.3156, -0.7701], [1.0043, 1.4288, 0.6198], [0.1388, -0.9293, 1.2731], [0.7668, -0.5605, -2.1637], [-2.0684, -0.3483, 1.4178], [1.4087, 1.6393, -0.3592], [-0.5525, -0.3456, -1.4818], [1.8807, 0.8418, 2.6004], [-1.2462, -1.3075, -0.8769], [1.2369, -1.4925, -1.8358], [0.6029, -0.6230, -3.2459], [1.4737, 0.2585, -1.9966], [0.7827, -0.7184, 1.9642], [-0.9857, 0.6530, -1.5549], [0.1096, 1.7062, 1.5257]], "gap_ev": 10.534, "de_lowest_kcal_mol": 111.1, "smiles": "OC1C=C1.[H][H].C=CC", "charge": 0, "energy_ev": -8459.5360, "homo_ev": -9.376, "largest_force_ha_per_bohr": 0.0096}